This record from the OMol25 dataset describes an isolated molecule of C2H4N4O at a distorted geometry. The level of theory is the ωB97M-V functional and the def2-TZVPD basis.

Structure (XYZ):
```
11
C2H4N4O the ωB97M-V functional and the def2-TZVPD basis
H -2.194 1.668 -0.772
H 1.362 -0.324 -1.590
O 0.013 0.062 1.206
H -1.951 1.096 1.351
N 0.279 -0.612 -1.063
N -1.428 0.384 0.690
N 2.112 -0.585 0.801
C -1.427 0.785 -0.642
C 0.823 -0.667 0.307
H 2.758 -1.373 0.255
N -0.455 0.488 -1.411
```

Summary:
* E_LUMO: 0.18 eV
* DFT total energy: -372.6523 Ha
* SMILES: [H]/N=C1\NN=CNO1
* HOMO-LUMO gap: 9.255 eV
* total charge: 0

This record from the OMol25 dataset describes an isolated molecule of C8H12O2S at a distorted geometry. The level of theory is the ωB97M-V functional and the def2-TZVPD basis.

Structure (XYZ):
```
23
C8H12O2S the ωB97M-V functional and the def2-TZVPD basis
H -1.690 -2.212 -0.184
H -2.904 -0.599 -1.256
H 0.992 2.278 -0.847
H 3.545 -1.690 -0.031
C -1.802 -1.302 0.366
C -0.880 0.356 -1.077
C 1.346 1.023 0.362
C 2.755 -0.962 -0.004
C 0.193 -0.176 -0.286
S 1.302 -1.425 -1.040
O 1.855 2.072 -0.442
O -0.918 1.790 -1.087
C 2.452 0.145 0.673
H 3.198 0.606 1.315
C -2.182 -0.207 -0.551
H 0.031 -1.548 1.454
H -0.700 0.042 -2.177
H -2.639 0.629 0.099
H 0.891 1.563 1.173
H -0.704 -0.084 1.623
H -1.251 1.890 -0.181
C -0.493 -0.832 0.896
H -2.397 -1.357 1.204
```

Summary:
* E_LUMO: 0.73 eV
* DFT total energy: -860.6085 Ha
* SMILES: O[C@@H]1C=CS[C@@]12CCC[C@H]2O
* HOMO-LUMO gap: 9.035 eV
* total charge: 0